Molecular formula: C3H5NOS2
Method: DFT, ωB97M-V/def2-TZVPD

- largest force on an atom (eV/A) = 4.24
- DFT total energy (eV) = -28394.9010
- E_HOMO (spin up / spin down) (eV) = -5.85 / -9.31
- <S²> = 2.006
- frontier orbital gap (spin up / spin down) (Eh) = 0.2327 / 0.2557
- 2S+1 = 3
- energy relative to the best compared isomer or geometry (same formula, charge and spin) (kJ/mol) = 183.0

Bonds (Å) are listed after each position.
Geometry (Å):
1 S -0.99061 3.91264 -0.45143  C7 1.563
2 S 0.78187 -2.23466 -0.37464  O3 1.724, C5 1.800
3 O -0.51154 -2.69309 0.66820  S2 1.724, H9 0.956
4 N 0.11537 1.55409 0.33029  C6 1.375, C7 1.187
5 C 0.37850 -0.51162 -0.70467  S2 1.800, C6 1.530, H8 1.045, H11 1.052
6 C 0.45987 0.25437 0.61690  N4 1.375, C5 1.530, H10 1.028, H12 1.145
7 C -0.54255 2.48383 -0.00228  S1 1.563, N4 1.187
8 H -0.58858 -0.43683 -1.09310  C5 1.045
9 H -1.27724 -2.47329 0.13966  O3 0.956
10 H -0.25931 -0.20159 1.19212  C6 1.028
11 H 0.96643 -0.06881 -1.45683  C5 1.052
12 H 1.46779 0.41496 1.13577  C6 1.145